Record 1
This record from OMol25 describes a 2-piece molecular cluster, C4H12 overall. The level of theory is wB97M-V/def2-TZVPD.

Each line ends with the Löwdin charge.
Geometry (Å):
C -1.575 -0.569 1.567  -0.1605
C -2.160 0.615 0.664  -0.1449
H -0.630 -1.008 0.991  0.0694
H -1.268 -0.438 2.594  0.0356
H -2.275 -1.445 1.774  0.0639
H -1.329 1.239 0.543  0.0166
H -2.930 1.243 1.153  0.0613
H -2.533 0.296 -0.317  0.0630
C 2.424 0.449 -1.417  -0.1329
C 1.366 -0.498 -0.859  -0.1841
H 2.005 0.629 -2.447  0.0887
H 2.293 1.357 -0.826  0.0652
H 3.392 0.201 -1.345  0.0128
H 0.932 0.036 -0.022  0.0280
H 0.505 -0.717 -1.524  0.0787
H 1.504 -1.377 -0.301  0.0392

Computed properties:
Molecular weight, g mol⁻¹: 60.140
LUMO level, Eh: 0.040
Strongest force on any atom, eV/Å: 4.95
Total charge: 0
HOMO, eV: -11.272
E, eV: -4341.1165
SMILES: CC.CC
Energy above the lowest of the compared OMol25 structures with the same formula, charge and spin, eV: 1.4118

Record 2
This record from OMol25 describes C3H9N as an isolated structure. The level of theory is wB97M-V/def2-TZVPD.

Each line ends with the Löwdin charge.
Geometry (Å):
C -1.410 0.037 -0.720  -0.2484
N -1.961 -0.500 0.509  -0.0644
H -1.791 0.124 1.289  0.0588
H -1.535 -1.390 0.742  0.0596
H -1.869 1.000 -0.960  0.0829
H -1.636 -0.625 -1.561  0.0690
H -0.020 -0.087 -0.846  0.1052
C 1.562 0.583 -0.300  -0.1536
C 1.996 -0.181 0.705  -0.1157
H 2.978 -0.087 1.167  0.0384
H 1.334 -0.905 1.178  0.0297
H 2.248 1.292 -0.762  0.0251
H 0.104 0.740 -0.439  0.1133

Computed properties:
Molecular weight, g mol⁻¹: 59.112
LUMO level, Eh: 0.040
Strongest force on any atom, eV/Å: 4.56
Total charge: 0
HOMO, eV: -7.648
E, eV: -4741.5875
Energy above the lowest of the compared OMol25 structures with the same formula, charge and spin, eV: 5.5216

> Among the records above, which one has the highest E?

C4H12